The following is a DFT calculation (wB97M-V/def2-TZVPD) of a cluster of 14 separate species, C70H181N13O23 in total at a distorted geometry.

Calculated total energy: -141971.3145 eV
HOMO energy: -8.241 eV
Spin multiplicity: 1
Orbital gap: 8.777 eV
E_LUMO: 0.536 eV

Atoms and positions in Å:
C -6.4384 1.0909 -0.7130
C -5.2414 0.1979 -0.5197
C -5.4687 -1.2960 -0.6367
O -4.1784 -1.9268 -0.5636
C -4.2250 -3.3566 -0.6748
N -4.3051 0.4955 -1.6409
H -6.2219 2.1332 -0.7035
H -7.1627 0.9850 0.0867
H -6.8394 0.8164 -1.7346
H -4.8165 0.3706 0.4778
H -5.9226 -1.5810 -1.5967
H -6.0772 -1.5410 0.2112
H -4.4711 -3.9150 0.2087
H -3.1858 -3.6306 -0.9860
H -4.8692 -3.6034 -1.4979
H -3.6505 -0.2637 -1.7276
H -3.7299 1.3313 -1.4626
C -2.8564 4.9194 1.3412
C -2.8682 5.7255 0.0167
C -4.0698 5.4856 -0.8359
O -4.0508 6.2432 -2.0142
C -5.0927 5.9302 -2.8841
N -2.6930 7.1007 0.3284
H -3.6949 5.1838 1.9997
H -1.9776 5.2536 1.8735
H -2.8536 3.7961 1.1931
H -1.9711 5.4271 -0.5705
H -5.0035 5.8141 -0.3215
H -4.2414 4.4414 -0.9252
H -5.0166 6.6439 -3.7688
H -6.0961 6.0015 -2.3645
H -4.9802 4.8940 -3.3571
H -2.8064 7.6695 -0.4829
H -3.2699 7.4216 1.0856
C -1.1533 3.6251 5.0539
C -2.0303 2.4647 4.8437
C -2.9449 2.4389 6.0677
O -3.8069 1.3269 6.1848
C -5.1581 1.7097 6.5122
N -2.6743 2.5063 3.5361
H -0.4218 3.5343 5.8891
H -1.7278 4.4716 5.3316
H -0.5724 3.8839 4.2196
H -1.4077 1.4945 4.8149
H -3.4647 3.3805 6.0980
H -2.2699 2.3427 6.9275
H -5.5181 2.5020 5.8038
H -5.2897 1.9633 7.5660
H -5.8194 0.8196 6.2302
H -3.5282 1.9572 3.4892
H -2.6742 3.4367 3.1801
C 3.7553 3.1454 2.4020
C 3.8056 1.6601 2.4575
C 3.2853 1.0550 1.1351
O 4.0405 1.4937 0.0191
C 3.3063 1.2821 -1.1323
N 5.1924 1.1546 2.6737
H 4.3724 3.5162 1.5071
H 4.3104 3.4775 3.2930
H 2.7183 3.5097 2.3640
H 3.1794 1.2710 3.2837
H 2.2366 1.1968 1.0455
H 3.4355 -0.0787 1.2249
H 3.5582 0.2439 -1.5086
H 3.5210 2.0683 -1.8442
H 2.2564 1.2609 -0.9433
H 5.7401 1.5950 1.9985
H 5.4777 1.4595 3.6006
C 3.4875 -2.8164 -5.3238
C 4.4210 -1.6102 -5.3278
C 3.6071 -0.3541 -5.7621
O 2.8494 -0.4888 -6.9359
C 3.5996 -0.3554 -8.1170
N 5.0607 -1.1464 -4.0738
H 2.9468 -3.0652 -6.2634
H 2.7366 -2.7612 -4.5337
H 4.0293 -3.7234 -4.9482
H 5.3108 -1.9486 -5.9168
H 4.2567 0.4663 -5.8786
H 2.7999 -0.2147 -4.9685
H 4.0719 0.6185 -8.1916
H 3.0213 -0.4539 -8.9800
H 4.3711 -1.2051 -8.1840
H 5.4975 -1.9647 -3.6725
H 4.3261 -0.9267 -3.3700
C 0.9394 -1.0610 3.9348
C 0.0960 -2.2168 4.3170
O -0.2009 -3.0722 3.2173
O 0.3411 -0.0241 3.2031
H 1.8039 -1.5205 3.3543
H 1.2685 -0.6462 4.8571
H -0.8388 -1.8537 4.7109
H 0.5312 -2.7029 5.1844
H -0.5052 -3.9775 3.5106
H 0.0986 -0.3122 2.2858
C -2.5656 1.7465 -3.8473
O -2.1658 0.4405 -3.6891
C -0.8469 0.2122 -4.2832
C -0.5965 -1.2520 -4.1024
N -1.8199 -1.9923 -4.3662
C -1.9063 -3.3535 -3.7107
C -1.2776 -4.3478 -4.6772
O -1.4070 -5.6213 -4.1031
C -0.7246 -6.7043 -4.5703
H -2.3035 2.1286 -4.8441
H -2.1921 2.2722 -3.0350
H -3.6723 1.8124 -3.7865
H -0.1624 0.9445 -3.8712
H -0.9457 0.3918 -5.3845
H -0.2346 -1.4190 -3.0685
H 0.1607 -1.5165 -4.8198
H -2.6433 -1.4006 -4.2310
H -2.9738 -3.4849 -3.6421
H -1.4262 -3.3476 -2.7147
H -0.1901 -4.0695 -4.8430
H -1.7794 -4.3753 -5.6426
H -1.0584 -7.2356 -5.4842
H -0.7060 -7.4466 -3.8034
H 0.3560 -6.4313 -4.8052
C 0.5086 -6.2277 0.8645
O -0.5600 -6.7837 0.2004
C -1.4061 -5.8548 -0.5434
C -2.5460 -6.6050 -1.1385
N -3.5619 -7.0232 -0.2083
C -3.5645 -8.4550 0.2118
C -4.6084 -8.7002 1.4265
O -5.9198 -8.4187 1.0735
C -6.5331 -9.4282 0.3417
H 1.0239 -7.0958 1.3616
H 0.1345 -5.4339 1.5146
H 1.1579 -5.7270 0.1108
H -0.8263 -5.3621 -1.3313
H -1.7970 -5.1409 0.2199
H -2.0688 -7.3711 -1.7793
H -2.9643 -5.8735 -1.8168
H -4.4588 -6.6727 -0.5043
H -2.6114 -8.6235 0.6081
H -3.7395 -9.1605 -0.7023
H -4.3053 -8.0455 2.2512
H -4.4710 -9.7964 1.6573
H -6.4165 -10.4073 0.7587
H -6.2300 -9.5064 -0.7180
H -7.5765 -9.1452 0.3675
C -5.5830 -4.6467 3.4305
O -4.3925 -3.9495 3.0890
C -3.1787 -4.6704 3.1191
C -2.7572 -5.1206 4.4634
N -1.3544 -5.3746 4.4815
C -0.8369 -5.6249 5.8162
C 0.5431 -6.1799 5.6230
O 0.4648 -7.5082 5.0795
C -0.1430 -8.5757 5.8936
H -6.3399 -3.9058 3.3315
H -5.4768 -5.0137 4.4642
H -5.7857 -5.4935 2.7942
H -2.4168 -4.0313 2.6159
H -3.2443 -5.6013 2.4852
H -3.3132 -6.0038 4.7459
H -2.9616 -4.3241 5.2532
H -1.2095 -6.1722 3.8974
H -1.4298 -6.2958 6.4088
H -0.7519 -4.7086 6.4383
H 1.0704 -6.1577 6.6148
H 1.0530 -5.6749 4.8422
H 0.4615 -8.5950 6.9172
H 0.0180 -9.5381 5.3356
H -1.1929 -8.3369 6.1821
C -1.5803 2.2007 -8.3684
O -0.9605 2.9093 -7.2961
C 0.3553 2.4883 -7.1803
C 1.0879 3.2186 -5.9182
N 1.2382 4.6251 -6.1790
C 1.9083 5.3797 -5.0760
C 1.0672 5.4660 -3.7726
O -0.1749 6.0035 -4.1433
C -1.0207 6.0034 -3.0790
H -1.6635 2.9581 -9.1490
H -2.5648 1.8148 -8.0483
H -0.9412 1.3544 -8.6883
H 0.9506 2.7859 -8.0487
H 0.3600 1.4379 -7.0053
H 2.0448 2.7270 -5.7901
H 0.4970 3.1258 -4.9904
H 0.3820 5.0394 -6.5120
H 2.1356 6.3536 -5.4698
H 2.9300 4.9889 -4.8607
H 1.4962 6.0734 -2.9244
H 0.9244 4.4756 -3.3356
H -1.1153 5.0192 -2.6396
H -1.9698 6.4066 -3.4377
H -0.7588 6.7950 -2.2850
C 12.7562 0.2558 0.4677
O 11.4401 0.2341 -0.0867
C 11.3071 0.7575 -1.4294
C 9.8714 0.5302 -1.8002
N 9.4881 -0.8787 -1.9110
C 8.0577 -1.0437 -2.1090
C 7.1689 -0.9053 -0.9277
O 6.0080 -1.6970 -1.2201
C 5.2390 -1.9150 -0.0495
H 12.6990 -0.4222 1.3362
H 13.1215 1.2787 0.7461
H 13.5086 -0.1540 -0.2580
H 11.9717 0.1512 -2.0284
H 11.6323 1.7748 -1.4185
H 9.7219 1.1508 -2.7376
H 9.1867 1.0567 -1.0914
H 9.8647 -1.4988 -1.1841
H 7.9064 -2.0299 -2.4895
H 7.6888 -0.3654 -2.9053
H 6.8289 0.1089 -0.7195
H 7.6884 -1.3443 -0.0743
H 4.8746 -0.9937 0.3267
H 5.8221 -2.4892 0.6513
H 4.4879 -2.5648 -0.3459
C -6.1328 5.9171 4.2189
O -6.2555 4.6252 3.6331
C -7.5089 3.9389 3.6290
C -7.3937 2.7242 2.7740
N -6.4107 1.8539 3.4184
C -6.5996 0.4791 3.0375
C -5.4769 -0.4156 3.4444
O -4.2594 0.0150 2.8782
C -3.1629 -0.8611 3.3171
H -6.9186 6.6108 3.9600
H -5.1623 6.2553 3.8445
H -6.1653 5.8088 5.2925
H -8.2205 4.6190 3.1246
H -7.8860 3.6802 4.6387
H -7.2565 2.9070 1.6824
H -8.3618 2.2202 2.7558
H -5.4777 2.1834 3.3165
H -6.6797 0.3692 1.9352
H -7.4884 -0.0310 3.3300
H -5.7338 -1.4489 3.2137
H -5.2691 -0.3112 4.5100
H -3.0692 -0.8622 4.4119
H -2.1843 -0.4102 2.9762
H -3.2603 -1.8849 2.9400
C 3.5221 5.2613 -1.4207
O 4.5780 4.8979 -0.5476
C 5.8616 5.0427 -1.1511
C 6.7781 4.4720 -0.0789
N 6.6554 5.1759 1.1549
C 7.4556 4.5192 2.1840
C 7.2965 5.1418 3.5491
O 6.0409 5.1039 4.0553
C 5.8795 5.8185 5.2956
H 3.5492 6.3340 -1.5585
H 2.6043 5.0019 -0.8914
H 3.4368 4.7629 -2.3872
H 6.0492 6.1292 -1.2830
H 5.9057 4.4627 -2.0552
H 7.8199 4.6091 -0.3515
H 6.5549 3.3317 0.0985
H 5.6653 5.2065 1.4356
H 8.5297 4.6381 1.8370
H 7.3105 3.3884 2.2964
H 7.5560 6.2066 3.4772
H 8.0853 4.7035 4.2145
H 6.1140 6.8630 5.1005
H 6.5629 5.4508 6.0260
H 4.8723 5.6063 5.6315
C 1.7856 -3.0038 -1.3166
O 0.9820 -1.9177 -0.8967
C -0.1402 -2.3845 -0.1060
C -1.0836 -1.2631 -0.0319
N -0.4652 -0.0203 0.5587
C -1.3039 1.1482 0.6790
C -1.2585 1.8557 -0.6499
O 0.0433 2.3466 -0.8407
C 0.4424 3.4588 -0.0682
H 1.2941 -3.5948 -2.0833
H 2.0655 -3.6424 -0.4897
H 2.8122 -2.7134 -1.7115
H 0.2731 -2.6883 0.8575
H -0.6059 -3.2637 -0.5452
H -1.8939 -1.6099 0.6406
H -1.5430 -0.9918 -0.9531
H 0.3013 0.1874 -0.0288
H -1.0027 1.7551 1.5498
H -2.3490 0.8136 0.8882
H -2.0266 2.5954 -0.5741
H -1.5393 1.2300 -1.4885
H -0.0391 4.4140 -0.2229
H 1.5219 3.6319 -0.1663
H 0.2795 3.2204 1.0265

Cartesian forces (eV/Å) of the 6 atoms listed first:
-1.019 -1.483 -1.153
1.596 0.492 -0.945
0.556 0.192 -0.041
-0.756 -0.474 0.595
1.784 1.102 -1.059
0.064 0.892 0.632